Version a
# C3H8NO2

A gas-phase ion, C3H8NO2 (charge -1) (the ωB97M-V functional and the def2-TZVPD basis, the Open Molecules 2025 dataset).

Geometry (Å):
N1 -0.422 -1.563 0.477
C1 -0.465 -0.147 -0.005
C2 -0.646 0.896 1.075
O1 -0.031 2.091 0.907
C3 0.849 0.355 -0.677
O2 1.189 -0.333 -1.872
H1 -0.063 -2.217 -0.178
H2 -0.221 -1.779 1.378
H3 -1.366 -0.059 -0.646
H4 -1.833 0.965 1.471
H5 -0.253 0.337 1.903
H6 0.700 1.448 -0.983
H7 1.716 0.054 -0.184
H8 0.847 -0.050 -2.665

Properties
Orbital gap ... 6.2138 eV
Charge ... -1
Multiplicity ... 1
HOMO energy ... -2.3262 eV
SMILES string ... N[C@@H](C[O-])CO

Version b
# C3H8NO2

A gas-phase ion, C3H8NO2 (charge -1) (the ωB97M-V functional and the def2-TZVPD basis, the Open Molecules 2025 dataset).

Geometry (Å):
N1 0.888 1.264 -0.103
C1 0.106 0.000 -0.376
C2 -1.237 0.310 -1.022
O1 -1.891 -0.792 -1.420
C3 -0.129 -0.792 0.863
O2 1.069 -1.365 1.436
H1 1.072 1.418 0.886
H2 1.820 1.168 -0.497
H3 0.702 -0.577 -1.093
H4 -0.999 1.043 -1.836
H5 -1.794 0.917 -0.252
H6 -0.818 -1.602 0.620
H7 -0.588 -0.185 1.643
H8 1.799 -0.807 1.150

Properties
Orbital gap ... 6.0588 eV
Charge ... -1
Multiplicity ... 1
HOMO energy ... -2.2669 eV
SMILES string ... N[C@H](C[O-])CO

Each structure's energy above the most stable one, in kcal/mol: version a 30.2; version b 0.0.

Version a
# C25H72O11

11 unconnected molecules or ions with the total composition C25H72O11 (the ωB97M-V functional and the def2-TZVPD basis, the Open Molecules 2025 dataset).

Geometry (Å):
C1 -3.327 3.168 -2.259
C2 -4.440 4.136 -2.616
C3 -5.371 4.449 -1.452
O1 -3.795 5.350 -3.053
H1 -2.623 3.141 -3.090
H2 -3.760 2.174 -2.123
H3 -2.810 3.434 -1.336
H4 -4.954 3.671 -3.465
H5 -6.095 5.221 -1.702
H6 -4.714 4.844 -0.671
H7 -5.800 3.521 -1.076
H8 -4.511 5.965 -3.255
C4 3.284 -3.829 0.596
C5 3.832 -5.230 0.533
C6 4.456 -5.618 1.878
O2 2.728 -6.118 0.215
H9 2.950 -3.483 -0.388
H10 4.026 -3.122 0.958
H11 2.340 -3.882 1.141
H12 4.571 -5.441 -0.243
H13 5.350 -5.006 2.027
H14 4.757 -6.668 1.843
H15 3.846 -5.498 2.773
H16 3.065 -6.764 -0.407
C7 -0.710 -0.277 -1.032
C8 -0.406 -0.595 0.411
C9 0.620 -1.700 0.594
O3 0.076 0.577 1.106
H17 -0.902 -1.246 -1.507
H18 0.126 0.177 -1.573
H19 -1.526 0.421 -1.221
H20 -1.360 -0.771 0.915
H21 1.521 -1.451 0.030
H22 0.203 -2.676 0.334
H23 0.918 -1.757 1.642
H24 0.809 0.990 0.611
C10 -1.721 -5.907 -1.346
C11 -0.328 -6.292 -0.812
O4 -0.077 -5.565 0.361
H25 -1.838 -6.423 -2.307
H26 -1.750 -4.838 -1.547
H27 -2.556 -6.257 -0.742
H28 0.376 -6.023 -1.604
H29 -0.366 -7.376 -0.665
H30 0.869 -5.392 0.471
C12 -5.051 0.941 1.663
C13 -4.559 -0.419 1.172
O5 -5.655 -1.346 1.253
H31 -6.008 1.124 1.187
H32 -4.274 1.587 1.229
H33 -4.989 1.117 2.733
H34 -3.724 -0.856 1.722
H35 -4.314 -0.344 0.106
H36 -5.425 -2.247 1.021
C14 3.882 1.891 3.752
C15 3.089 1.049 2.761
O6 3.897 0.746 1.625
H37 3.404 2.083 4.712
H38 4.152 2.825 3.255
H39 4.823 1.396 4.020
H40 2.215 1.603 2.441
H41 2.743 0.160 3.299
H42 4.597 0.141 1.883
C16 0.829 1.832 -3.604
C17 1.659 2.670 -4.543
O7 1.803 1.989 -5.770
H43 -0.136 1.623 -4.071
H44 0.615 2.387 -2.688
H45 1.227 0.868 -3.281
H46 2.636 2.956 -4.130
H47 1.107 3.611 -4.692
H48 2.339 2.476 -6.398
C18 -1.208 5.029 1.525
C19 -1.407 3.563 1.266
O8 -1.009 2.760 2.409
H49 -1.027 5.541 0.579
H50 -0.356 5.219 2.175
H51 -2.123 5.428 1.964
H52 -0.774 3.164 0.462
H53 -2.439 3.247 1.080
H54 -0.832 1.871 2.060
C20 3.384 3.999 0.304
C21 2.637 3.179 -0.770
O9 2.131 1.966 -0.242
H55 3.954 4.782 -0.201
H56 4.084 3.310 0.781
H57 2.746 4.469 1.048
H58 3.285 2.996 -1.629
H59 1.845 3.851 -1.108
H60 2.887 1.561 0.240
C22 -1.534 -0.921 4.612
C23 -2.588 0.055 4.117
O10 -2.953 0.949 5.176
H61 -1.241 -1.622 3.826
H62 -1.938 -1.533 5.418
H63 -0.673 -0.363 4.982
H64 -3.517 -0.496 3.945
H65 -2.340 0.608 3.210
H66 -2.366 1.713 5.146
C24 1.299 -3.129 -3.174
C25 2.493 -2.183 -3.066
O11 2.938 -1.724 -4.332
H67 0.506 -2.594 -3.713
H68 0.869 -3.432 -2.219
H69 1.496 -3.998 -3.802
H70 3.310 -2.767 -2.634
H71 2.294 -1.333 -2.405
H72 2.302 -1.066 -4.635

Properties
Orbital gap ... 9.8513 eV
Multiplicity ... 1
HOMO energy ... -9.5994 eV
SMILES string ... CC(C)O.CC(C)O.CC(C)O.CCO.CCO.CCO.CCO.CCO.CCO.CCO.CCO

Version b
# C25H72O11

11 unconnected molecules or ions with the total composition C25H72O11 (the ωB97M-V functional and the def2-TZVPD basis, the Open Molecules 2025 dataset).

Geometry (Å):
C1 3.970 -1.186 -0.570
C2 3.534 -0.661 -1.953
C3 2.834 -1.709 -2.772
O1 2.850 0.394 -1.904
H1 4.481 -2.137 -0.513
H2 3.112 -1.344 0.138
H3 4.578 -0.462 -0.124
H4 4.563 -0.584 -2.466
H5 3.364 -2.674 -2.704
H6 2.631 -1.515 -3.835
H7 1.944 -2.029 -2.405
H8 3.385 1.057 -2.320
C4 1.860 -1.731 2.966
C5 0.506 -2.273 3.288
C6 -0.382 -1.061 3.539
O2 -0.066 -3.069 2.532
H9 1.960 -1.159 2.080
H10 2.586 -2.410 2.802
H11 2.298 -1.247 3.837
H12 0.540 -2.663 4.301
H13 -1.260 -1.390 4.046
H14 -0.525 -0.407 2.672
H15 0.142 -0.440 4.200
H16 0.239 -3.923 2.864
C7 -2.920 3.714 2.669
C8 -2.212 3.388 1.404
C9 -1.232 2.169 1.378
O3 -3.124 3.318 0.519
H17 -2.309 3.674 3.628
H18 -3.567 2.881 2.875
H19 -3.530 4.615 2.560
H20 -1.553 4.164 1.176
H21 -0.475 2.260 2.110
H22 -0.757 2.143 0.419
H23 -1.735 1.272 1.476
H24 -3.569 2.518 0.736
C10 0.588 2.579 -2.036
C11 -0.123 3.883 -1.878
C12 0.841 4.874 -1.304
O4 -0.759 4.240 -2.904
H25 0.056 1.748 -2.540
H26 0.944 2.223 -1.118
H27 1.412 2.771 -2.655
H28 -0.906 3.789 -1.141
H29 1.946 4.746 -1.515
H30 0.950 4.817 -0.214
H31 0.692 5.949 -1.533
H32 -1.344 3.437 -2.944
C13 0.572 -4.177 -0.693
C14 -0.578 -3.889 -1.546
C15 -1.839 -3.710 -0.691
O5 -0.508 -2.847 -2.279
H33 0.465 -3.858 0.389
H34 1.542 -3.866 -1.000
H35 0.681 -5.316 -0.597
H36 -0.808 -4.739 -2.147
H37 -2.023 -4.636 -0.103
H38 -2.740 -3.525 -1.198
H39 -1.860 -2.828 -0.038
H40 -0.004 -2.110 -1.891
C16 3.780 3.326 1.260
C17 2.363 2.994 1.382
C18 2.285 1.569 2.155
O6 1.685 3.840 1.970
H41 4.320 3.236 0.262
H42 4.361 2.740 1.928
H43 4.016 4.273 1.743
H44 1.871 3.027 0.412
H45 1.345 1.328 2.566
H46 2.856 1.740 3.085
H47 2.833 0.799 1.659
H48 2.139 3.922 2.834
C19 -5.641 0.380 -0.374
C20 -5.199 0.216 1.052
C21 -3.981 -0.763 1.342
O7 -5.027 1.270 1.674
H49 -4.865 0.907 -0.966
H50 -6.582 0.909 -0.423
H51 -5.795 -0.638 -0.759
H52 -5.976 -0.306 1.581
H53 -3.150 -0.332 1.004
H54 -4.204 -1.676 0.725
H55 -3.856 -1.104 2.302
H56 -5.365 1.116 2.590
C22 -2.715 -0.419 -2.202
O8 -2.022 0.621 -1.659
H57 -3.584 -0.099 -2.775
H58 -2.971 -1.016 -1.359
H59 -2.029 -0.880 -2.911
H60 -1.168 0.327 -1.325
C23 -0.116 -0.147 -4.676
O9 -1.202 -0.610 -5.557
H61 -0.377 0.646 -3.984
H62 0.584 0.072 -5.407
H63 0.247 -1.007 -4.048
H64 -0.820 -1.304 -6.156
C24 3.431 -4.422 0.861
O10 2.790 -5.452 1.570
H65 4.298 -4.095 1.500
H66 2.871 -3.526 0.916
H67 3.815 -4.533 -0.159
H68 2.490 -5.215 2.488
C25 0.313 -0.500 0.125
O11 0.392 -0.396 -1.256
H69 0.850 -1.395 0.447
H70 -0.714 -0.600 0.504
H71 0.749 0.419 0.533
H72 1.322 -0.293 -1.549

Properties
Orbital gap ... 9.1779 eV
Multiplicity ... 1
HOMO energy ... -9.0385 eV
SMILES string ... CC(C)O.CC(C)O.CC(C)O.CC(C)O.CC(C)O.CC(C)O.CC(C)O.CO.CO.CO.CO

Each structure's energy above the most stable one, in kcal/mol: version a 0.0; version b 233.7.